No. 1
Computed, not measured: a 6-piece molecular cluster, C28H57Br10N2O overall in a non-equilibrium geometry, with ωB97M-V with the def2-TZVPD basis set.

Its charge is -1. The value obtained for the HOMO-LUMO gap is 2.95 eV. The calculation puts the energy above the lowest of the compared OMol25 structures with the same formula, charge and spin at 0.000 eV. The calculation puts the LUMO energy at 1.37 eV. As for the strongest force on any atom: 1.70 eV/Å.

Last column: Mulliken charge in e.
Geometry (Å):
C 0.92 -0.50 1.89  -0.41
C 2.18 -1.22 1.39  -0.28
C 2.28 -1.20 -0.14  0.09
C 1.56 -2.40 -0.77  -0.77
C 1.07 -2.15 -2.20  -0.70
C -0.08 -1.11 -2.20  0.26
C 0.16 0.07 -3.17  -0.98
C 0.61 1.39 -2.56  -1.49
C -0.14 1.93 -1.35  1.12
C -1.62 2.28 -1.57  -1.13
C -2.69 1.38 -0.92  0.20
N -4.02 1.79 -1.30  -0.48
C -4.65 2.61 -0.31  -0.71
C -6.07 2.13 0.00  -0.12
C -7.00 2.31 -1.20  -0.75
C -8.27 1.46 -1.16  -0.98
N -8.00 0.13 -0.60  0.22
C -9.20 -0.60 -0.20  -1.03
C -7.23 -0.64 -1.56  0.44
C -5.93 -1.19 -1.03  -0.58
O -7.58 -0.80 -2.72  -0.62
H 1.08 0.57 1.78  -0.30
H 0.70 -0.74 2.92  0.39
H 0.09 -0.78 1.25  0.13
H 2.15 -2.27 1.71  0.37
H 3.07 -0.76 1.83  -0.10
H 3.34 -1.25 -0.42  0.43
H 1.87 -0.28 -0.55  -0.21
H 0.70 -2.64 -0.13  0.26
H 2.23 -3.26 -0.72  0.34
H 1.90 -1.87 -2.84  0.31
H 0.67 -3.11 -2.53  0.17
H -0.99 -1.61 -2.51  0.55
H -0.26 -0.79 -1.17  -0.32
H -0.71 0.21 -3.80  0.37
H 0.96 -0.25 -3.84  0.45
H 0.50 2.15 -3.34  0.49
H 1.68 1.36 -2.34  0.33
H 0.38 2.86 -1.09  0.53
H 0.00 1.27 -0.49  -0.63
H -1.79 3.27 -1.14  0.12
H -1.86 2.38 -2.63  0.27
H -2.52 0.34 -1.26  -0.14
H -2.53 1.38 0.18  0.12
H -4.73 3.67 -0.65  0.11
H -4.12 2.61 0.66  0.31
H -6.47 2.68 0.86  0.31
H -5.97 1.08 0.24  -0.01
H -7.32 3.36 -1.19  0.51
H -6.44 2.18 -2.13  0.27
H -8.70 1.38 -2.17  0.27
H -9.02 1.95 -0.54  0.58
H -10.03 0.08 -0.03  0.35
H -9.02 -1.14 0.73  0.25
H -9.51 -1.34 -0.95  0.34
H -5.64 -2.09 -1.56  0.24
H -5.16 -0.41 -1.16  -0.07
H -6.02 -1.35 0.04  0.25
Br -4.09 -5.10 -1.86  -0.15
C -4.39 -5.42 0.03  -0.59
C -4.88 -4.18 0.72  -0.55
Br -3.46 -2.89 1.01  -0.08
H -3.45 -5.79 0.44  0.39
H -5.14 -6.21 0.08  0.35
H -5.26 -4.42 1.71  0.37
H -5.65 -3.67 0.15  0.28
Br 1.47 3.23 1.62  -0.06
C 2.76 3.82 2.96  -0.62
C 3.80 2.77 3.23  -0.49
Br 3.10 1.34 4.36  -0.13
H 2.20 4.09 3.85  0.39
H 3.22 4.71 2.53  0.37
H 4.63 3.19 3.79  0.27
H 4.18 2.30 2.33  0.27
Br 2.50 -7.60 -5.56  -0.14
C 1.90 -8.22 -3.82  -0.55
C 1.01 -7.22 -3.14  -0.64
Br 2.01 -5.72 -2.42  -0.07
H 2.79 -8.44 -3.24  0.35
H 1.36 -9.14 -4.01  0.35
H 0.52 -7.67 -2.28  0.35
H 0.26 -6.80 -3.80  0.39
Br 6.30 0.21 2.14  -0.05
C 8.08 0.41 2.88  -0.60
C 8.08 1.36 4.06  -0.62
Br 7.92 3.21 3.49  -0.11
H 8.73 0.75 2.08  0.36
H 8.38 -0.58 3.20  0.34
H 9.02 1.30 4.60  0.36
H 7.25 1.17 4.74  0.39
Br 11.73 4.37 3.48  -0.14
C 11.06 6.16 3.78  -0.59
C 10.25 6.66 2.61  -0.46
Br 11.39 7.16 1.11  -0.13
H 11.92 6.79 3.99  0.40
H 10.43 6.09 4.67  0.33
H 9.71 7.56 2.87  0.36
H 9.56 5.91 2.23  0.21

***

No. 2
Computed, not measured: a 9-piece molecular cluster, C28H57Br2NO36PS9 overall in a non-equilibrium geometry, with ωB97M-V with the def2-TZVPD basis set.

Its charge is +1. The value obtained for the HOMO-LUMO gap is 9.15 eV. The calculation puts the LUMO energy at -1.93 eV. As for the strongest force on any atom: 2.60 eV/Å.

Last column: Mulliken charge in e.
Geometry (Å):
C 3.77 -0.82 2.65  -1.28
C 3.47 -0.06 1.33  -0.87
C 2.19 0.81 1.35  0.14
O 2.52 2.10 0.84  -0.40
C 2.12 2.36 -0.49  0.82
C 3.12 3.33 -1.12  -1.06
C 2.75 4.82 -0.90  -1.01
C 2.52 5.53 -2.24  -0.09
S 1.03 4.81 -2.99  -0.15
C 2.07 1.11 -1.39  -1.36
N 1.22 0.00 -0.82  0.64
P -0.27 -0.28 -1.78  0.57
O -0.03 0.00 -3.18  -0.85
O -0.62 -1.80 -1.55  -0.35
O -1.42 0.56 -1.12  -0.15
C 0.96 0.22 0.65  -1.32
C 0.31 -1.02 1.27  -0.36
Br 1.33 -2.65 0.98  -0.03
C -0.05 -0.86 2.74  0.35
C -0.77 0.48 3.03  -1.26
Br -1.35 -2.27 3.11  0.00
H 4.72 -0.52 3.08  0.37
H 3.00 -0.68 3.41  0.24
H 3.85 -1.88 2.44  0.33
H 4.30 0.63 1.16  0.64
H 3.46 -0.74 0.47  0.05
H 1.94 0.95 2.40  0.65
H 1.12 2.82 -0.51  0.23
H 4.12 3.07 -0.79  0.52
H 3.09 3.15 -2.20  0.35
H 1.80 4.87 -0.37  0.38
H 3.55 5.31 -0.35  0.45
H 3.39 5.43 -2.90  -0.03
H 2.40 6.59 -2.02  0.29
H 0.61 5.75 -3.85  0.08
H 1.76 1.42 -2.38  0.73
H 3.09 0.72 -1.48  0.12
H 1.76 -0.87 -0.92  0.76
H 0.08 -2.35 -1.97  0.36
H -2.19 0.02 -0.84  0.29
H 0.19 0.99 0.68  0.44
H -0.65 -1.16 0.77  0.70
H 0.77 -1.00 3.44  0.35
H -1.28 0.81 2.12  0.12
H -0.07 1.24 3.36  0.32
H -1.56 0.32 3.75  0.56
C 1.51 -3.12 -6.27  -0.34
C 0.69 -4.08 -5.45  -0.30
O 1.57 -4.47 -4.38  -0.32
S 2.53 -3.26 -4.01  0.87
O 1.99 -2.57 -2.88  -0.40
O 3.87 -3.71 -4.00  -0.59
O 2.26 -2.37 -5.30  -0.30
H 2.22 -3.64 -6.92  0.30
H 0.90 -2.45 -6.87  0.32
H 0.36 -4.95 -6.01  0.34
H -0.18 -3.59 -5.01  0.25
C -5.67 2.55 0.67  -0.40
C -4.22 2.77 1.07  -0.27
O -3.92 1.66 1.93  -0.20
S -4.75 0.37 1.44  0.97
O -3.89 -0.43 0.62  -0.61
O -5.43 -0.17 2.55  -0.55
O -5.78 1.13 0.49  -0.12
H -6.36 2.85 1.46  0.31
H -5.92 3.06 -0.25  0.31
H -4.07 3.71 1.60  0.37
H -3.56 2.73 0.21  0.15
C 0.51 -6.48 4.44  -0.19
C 0.48 -5.01 4.78  0.11
O 0.76 -4.96 6.19  -0.25
S 1.76 -6.15 6.58  1.01
O 3.09 -5.65 6.61  -0.55
O 1.20 -6.86 7.67  -0.55
O 1.59 -7.01 5.24  -0.30
H -0.41 -6.97 4.74  0.27
H 0.69 -6.66 3.39  0.25
H -0.48 -4.55 4.57  -0.04
H 1.27 -4.46 4.26  0.19
C 1.30 11.18 -3.54  -0.37
C 2.21 10.26 -2.76  -0.31
O 1.38 9.14 -2.43  -0.27
S 0.32 8.89 -3.60  1.13
O 0.83 7.87 -4.46  -0.55
O -0.97 8.81 -3.03  -0.56
O 0.50 10.29 -4.34  -0.30
H 0.63 11.74 -2.88  0.30
H 1.85 11.87 -4.18  0.31
H 2.60 10.72 -1.85  0.32
H 3.05 9.91 -3.37  0.29
C -3.67 -2.30 7.58  -0.38
C -2.66 -3.37 7.24  -0.35
O -1.62 -2.66 6.53  -0.15
S -1.49 -1.18 7.12  0.99
O -0.43 -1.16 8.05  -0.57
O -1.56 -0.27 6.03  -0.44
O -2.87 -1.15 7.91  -0.32
H -4.29 -2.04 6.72  0.27
H -4.30 -2.57 8.42  0.33
H -3.07 -4.15 6.61  0.36
H -2.22 -3.81 8.13  0.29
C 5.62 4.24 -4.60  0.21
C 6.68 3.25 -5.02  -0.37
O 7.58 4.01 -5.82  -0.31
S 7.65 5.52 -5.27  1.07
O 8.77 5.66 -4.42  -0.53
O 7.42 6.40 -6.36  -0.53
O 6.33 5.46 -4.36  -0.27
H 4.90 4.42 -5.41  0.27
H 5.08 3.93 -3.71  -0.19
H 6.27 2.42 -5.59  0.32
H 7.22 2.86 -4.15  0.34
C -9.94 -0.24 -3.21  -0.35
C -9.94 1.23 -2.85  -0.31
O -9.66 1.25 -1.44  -0.33
S -8.69 0.03 -1.07  1.11
O -7.35 0.49 -1.01  -0.44
O -9.27 -0.69 0.01  -0.58
O -8.88 -0.80 -2.42  -0.31
H -10.88 -0.72 -2.92  0.29
H -9.75 -0.41 -4.26  0.31
H -10.89 1.71 -3.05  0.31
H -9.14 1.77 -3.36  0.27
C 1.34 -9.60 1.80  -0.28
C 0.47 -10.77 1.40  -0.37
O -0.87 -10.30 1.60  -0.30
S -0.95 -8.74 1.29  1.11
O -1.42 -8.54 -0.03  -0.55
O -1.55 -8.10 2.40  -0.52
O 0.63 -8.45 1.32  -0.25
H 1.42 -9.52 2.88  0.24
H 2.33 -9.64 1.36  0.33
H 0.65 -11.66 2.00  0.31
H 0.59 -11.02 0.34  0.30

***

No. 3
Computed, not measured: C28H58NO15S6 as an isolated structure in a non-equilibrium geometry, with ωB97M-V with the def2-TZVPD basis set.

Its charge is +1. The value obtained for the HOMO-LUMO gap is 10.25 eV. The calculation puts the energy above the lowest of the compared OMol25 structures with the same formula, charge and spin at 2.612 eV. The calculation puts the LUMO energy at -1.44 eV. As for the strongest force on any atom: 12.94 eV/Å.

Last column: Mulliken charge in e.
Geometry (Å):
N -0.01 0.33 -0.43  1.17
H 0.38 1.08 -0.69  -0.40
H -0.57 0.22 -1.32  0.16
H -0.47 0.79 0.29  0.26
H 0.51 -0.41 -0.32  0.10
C -0.09 -5.86 0.97  -1.15
C -1.11 -5.80 -0.35  0.13
C -2.57 -5.61 0.01  -0.52
O -2.65 -4.17 -0.06  -0.31
C -1.55 -3.63 -0.42  0.40
O -1.38 -2.36 -0.43  -0.42
O -0.70 -4.50 -0.78  -0.25
H -0.49 -5.04 1.65  0.00
H 0.89 -5.71 0.97  0.55
H -0.22 -6.85 1.22  0.46
H -0.94 -6.63 -1.18  0.34
H -2.84 -6.00 0.83  0.41
H -3.27 -6.14 -0.82  0.27
C -3.75 -1.14 5.05  -1.02
C -3.23 -2.43 4.41  0.19
C -3.79 -2.41 2.90  -0.04
S -3.71 -0.69 2.40  1.12
O -5.05 -0.27 1.93  -0.77
O -2.45 -0.39 1.83  -0.44
C -3.65 0.03 4.04  -0.92
H -3.25 -0.84 5.89  0.55
H -4.75 -1.20 5.35  0.40
H -3.47 -3.46 4.82  0.37
H -2.28 -2.37 4.18  -0.37
H -4.85 -2.85 2.74  0.33
H -3.16 -2.86 2.07  -0.30
H -4.32 0.85 4.14  0.52
H -2.70 0.37 4.04  0.36
C 1.51 4.41 -4.81  -0.76
C 1.91 5.54 -3.72  -0.51
C 1.70 5.02 -2.29  -0.77
S 0.93 3.47 -2.49  1.44
O -0.14 3.42 -1.53  -0.70
O 1.95 2.48 -2.44  -0.59
C 0.31 3.72 -4.13  -0.93
H 2.42 3.75 -4.91  0.18
H 1.39 4.80 -5.78  0.53
H 1.11 6.44 -3.87  0.20
H 2.91 5.95 -3.99  0.38
H 0.99 5.69 -1.74  0.36
H 2.50 4.93 -1.63  0.24
H -0.55 4.15 -4.08  0.59
H 0.01 2.67 -4.50  0.34
C 2.42 -1.90 -5.37  -0.67
C 3.67 -1.15 -4.88  -0.63
C 3.25 -0.16 -3.72  -0.38
S 1.91 -1.06 -3.01  1.47
O 0.79 -0.15 -3.05  -0.66
O 2.30 -1.56 -1.73  -0.85
C 1.67 -2.41 -4.13  -0.69
H 2.87 -2.72 -5.71  0.43
H 1.65 -1.37 -5.92  0.30
H 4.12 -0.36 -5.69  0.28
H 4.39 -1.92 -4.74  0.37
H 2.88 0.85 -4.08  0.04
H 4.17 -0.05 -3.09  0.28
H 0.50 -2.59 -4.23  0.31
H 2.18 -3.34 -3.91  0.36
C 5.10 1.63 1.64  -0.44
C 4.69 2.43 2.86  -0.70
C 3.18 2.61 2.81  -0.39
S 3.02 3.14 1.12  0.94
O 3.15 4.50 1.16  -0.69
O 1.79 2.60 0.53  -0.47
C 4.50 2.41 0.37  -0.65
H 4.64 0.59 1.76  0.09
H 6.11 1.37 1.55  0.48
H 5.24 3.63 2.99  0.18
H 4.98 1.94 3.72  0.52
H 2.66 3.33 3.33  0.59
H 2.49 1.60 2.98  -0.22
H 5.05 3.21 0.07  0.48
H 4.11 1.89 -0.42  0.18
C -4.95 3.77 -2.45  -1.08
C -5.41 2.75 -1.47  -0.81
C -4.76 1.42 -1.68  -1.07
S -3.11 2.01 -1.83  1.74
O -2.40 1.18 -2.73  -0.80
O -2.70 2.34 -0.53  -0.74
C -3.38 3.56 -2.65  -0.56
H -5.25 4.61 -2.16  0.70
H -5.30 3.57 -3.47  0.21
H -6.66 2.81 -1.35  0.27
H -5.16 3.06 -0.68  0.63
H -4.94 0.99 -2.53  0.58
H -4.89 0.83 -0.87  0.37
H -3.01 3.34 -3.71  0.34
H -2.93 4.41 -2.24  0.24
C 0.79 -2.53 5.47  -1.47
C 0.87 -3.75 4.59  -0.21
C 1.88 -3.36 3.48  -0.59
S 1.80 -1.60 3.29  1.06
O 1.14 -1.41 2.03  -0.48
O 3.07 -1.15 3.59  -0.72
C 0.67 -1.24 4.54  -0.08
H 1.64 -2.40 6.18  0.32
H 0.04 -2.46 6.01  0.86
H -0.08 -3.89 4.04  0.00
H 1.24 -4.70 4.99  0.45
H 1.61 -4.09 2.71  0.02
H 2.83 -3.76 3.86  0.39
H -0.41 -1.29 4.20  -0.44
H 0.75 -0.47 5.14  0.82

***

No. 4
Computed, not measured: C28H59AlN4O3PS2 as an isolated structure in a non-equilibrium geometry, with ωB97M-V with the def2-TZVPD basis set.

Its charge is -1. The value obtained for the HOMO-LUMO gap (alpha / beta) is 5.46 / 5.32 eV. The calculation puts the energy above the lowest of the compared OMol25 structures with the same formula, charge and spin at 1.097 eV. The calculation puts the LUMO energy (alpha / beta) at 1.67 / 1.53 eV. As for the strongest force on any atom: 2.99 eV/Å. As for the spin multiplicity: 3.

Last column: Mulliken charge in e.
Geometry (Å):
C -1.04 -1.03 1.07  -0.98
C -1.56 -0.22 -0.17  0.11
Al -3.44 0.55 0.05  0.05
C -3.48 2.49 0.70  -0.92
C -4.93 3.12 0.42  -0.48
C -6.01 2.09 0.83  -0.29
S -7.64 2.92 1.22  -0.25
C -8.82 2.00 0.16  -0.04
S -9.18 2.68 -1.32  -0.15
N -9.38 0.75 0.60  0.07
C -9.56 -0.21 -0.50  -0.74
C -10.98 -0.21 -1.13  -0.26
O -12.00 -0.63 -0.20  -0.40
C -11.61 -0.31 1.14  -0.54
C -10.71 0.94 1.21  -0.56
P -4.34 0.59 -2.16  0.33
N -4.37 -0.91 -2.79  -0.79
H 0.07 -1.06 1.00  0.09
H -1.35 -0.62 2.04  0.34
H -1.35 -2.09 1.00  0.26
H -0.84 0.54 -0.53  -0.05
H -1.64 -0.95 -1.01  0.16
H -4.32 -0.39 1.00  -0.34
H -3.32 2.63 1.79  0.40
H -2.79 3.15 0.12  0.40
H -5.05 4.08 0.96  0.36
H -4.98 3.37 -0.66  0.21
H -5.65 1.58 1.73  0.39
H -6.25 1.37 0.03  -0.14
H -8.83 -0.09 -1.32  0.36
H -9.38 -1.22 -0.09  0.31
H -11.25 0.80 -1.49  0.22
H -11.05 -0.90 -1.99  0.36
H -11.12 -1.22 1.54  0.27
H -12.55 -0.09 1.67  0.33
H -11.20 1.80 0.70  0.38
H -10.60 1.26 2.26  0.39
H -5.63 1.23 -2.19  -0.03
H -3.49 1.48 -2.91  -0.02
H -5.34 -1.10 -3.04  0.17
C 2.54 0.21 -4.67  -1.79
C 2.46 0.12 -3.13  1.82
C 3.83 0.44 -2.52  -1.26
C 4.83 -0.69 -2.71  -0.35
C 4.27 -2.00 -2.16  -1.26
C 2.90 -2.36 -2.74  1.98
N 1.95 -1.21 -2.71  0.26
O 1.52 -1.09 -1.48  -0.27
C 3.07 -2.88 -4.18  -1.88
C 2.34 -3.57 -1.98  -1.99
C 1.47 1.24 -2.76  -1.86
H 2.89 1.20 -4.97  0.43
H 3.23 -0.50 -5.13  0.29
H 1.56 0.06 -5.12  0.40
H 3.72 0.63 -1.45  0.18
H 4.22 1.36 -2.96  0.41
H 5.10 -0.80 -3.77  0.33
H 5.76 -0.45 -2.19  0.33
H 4.98 -2.81 -2.35  0.35
H 4.20 -1.91 -1.07  0.26
H 2.11 -2.91 -4.71  0.38
H 3.47 -3.89 -4.18  0.47
H 3.77 -2.29 -4.78  0.31
H 2.27 -3.40 -0.91  0.31
H 2.99 -4.44 -2.12  0.46
H 1.35 -3.84 -2.35  0.48
H 0.48 1.03 -3.16  0.52
H 1.81 2.19 -3.18  0.44
H 1.39 1.38 -1.68  0.27
C 4.29 1.55 3.11  -1.69
C 4.57 0.03 3.03  1.79
C 4.93 -0.50 4.42  -1.25
C 6.33 -0.09 4.86  -0.48
C 7.37 -0.51 3.82  -1.29
C 7.04 0.00 2.41  1.68
N 5.63 -0.25 2.02  0.74
O 5.53 -1.52 1.70  -0.60
C 7.36 1.51 2.32  -1.79
C 8.02 -0.64 1.41  -1.90
C 3.21 -0.55 2.61  -2.19
H 3.50 1.74 3.83  0.46
H 5.14 2.15 3.43  0.32
H 3.96 1.94 2.14  0.29
H 4.87 -1.59 4.43  0.36
H 4.20 -0.15 5.15  0.41
H 6.38 0.99 5.03  0.30
H 6.57 -0.55 5.82  0.40
H 8.36 -0.16 4.12  0.36
H 7.42 -1.60 3.81  0.38
H 6.92 1.95 1.43  0.35
H 8.44 1.67 2.27  0.49
H 7.03 2.08 3.19  0.33
H 8.00 -1.73 1.44  0.36
H 9.05 -0.34 1.65  0.45
H 7.81 -0.31 0.39  0.39
H 2.93 -0.22 1.61  0.47
H 2.43 -0.23 3.30  0.44
H 3.21 -1.64 2.61  0.40

***

no.,E_tot (eV),molecular weight (g mol⁻¹)
1,-735412.5085,1236.817
2,-352040.8713,1463.120
3,-127170.5054,841.166
4,-79646.9916,621.895